The following is a quantum chemistry calculation of C20H29N7 in the gas phase in a non-equilibrium geometry, from the Open Molecules 2025 dataset.

Last column: Mulliken charge in e.
Geometry (Å):
C (2.28057, 3.43584, 1.11609)  -0.66
C (2.89031, 3.43433, -0.13000)  -0.54
N (2.46525, 2.69447, -1.13901)  -0.76
C (1.41517, 1.91573, -0.95131)  0.24
C (0.72807, 1.82963, 0.25533)  0.07
C (-0.43450, 0.88289, 0.48276)  0.55
C (0.07814, -0.19448, 1.37499)  -0.59
N (-0.26663, -0.35806, 2.63295)  -0.31
N (0.45854, -1.36894, 3.09071)  -0.92
N (1.22359, -1.82899, 2.19257)  -0.47
N (1.02344, -1.11920, 1.07973)  1.35
C (1.75355, -1.34706, -0.14082)  0.93
C (1.74348, -2.84146, -0.49336)  -0.97
C (2.96198, -3.21209, -1.34655)  -0.73
C (3.37986, -2.03350, -2.22002)  -0.71
C (3.89386, -0.88024, -1.34914)  -0.66
C (3.19348, -0.85514, 0.01293)  -1.04
N (-0.96310, 0.36810, -0.77634)  0.12
C (-1.70665, 1.38176, -1.51605)  -1.00
C (-3.11253, 1.65889, -0.96374)  -0.78
N (-3.82422, 0.40887, -0.90402)  -0.17
C (-5.19119, 0.44479, -0.43101)  -0.81
C (-5.50819, -1.02539, -0.10831)  -0.55
C (-4.13466, -1.72110, -0.04124)  -0.68
C (-3.14698, -0.55756, -0.05834)  0.55
C (-1.77437, -0.83944, -0.66084)  -1.49
C (1.18136, 2.61703, 1.30894)  -0.50
H (2.65611, 4.05628, 1.91456)  0.43
H (3.75679, 4.04910, -0.33335)  0.40
H (1.10457, 1.33461, -1.80861)  0.55
H (-1.19596, 1.41449, 1.07972)  0.42
H (1.24536, -0.76558, -0.91396)  -0.34
H (1.75037, -3.41940, 0.43238)  0.40
H (0.82240, -3.07472, -1.03150)  0.31
H (3.79907, -3.49143, -0.70549)  0.38
H (2.72104, -4.07619, -1.96677)  0.42
H (2.52118, -1.70708, -2.80955)  0.29
H (4.15785, -2.34208, -2.91926)  0.46
H (4.96774, -0.98494, -1.18912)  0.44
H (3.72847, 0.06849, -1.86172)  0.25
H (3.70239, -1.50303, 0.72842)  0.46
H (3.20394, 0.15888, 0.41828)  0.29
H (-1.12752, 2.30632, -1.53256)  0.57
H (-1.80773, 1.01100, -2.53963)  0.44
H (-3.63662, 2.34001, -1.63865)  0.49
H (-3.04989, 2.14721, 0.02908)  0.33
H (-5.29047, 1.06835, 0.47544)  0.32
H (-5.84062, 0.85942, -1.20441)  0.40
H (-6.04156, -1.10590, 0.83743)  0.30
H (-6.12805, -1.46875, -0.88513)  0.29
H (-4.02219, -2.33976, 0.84660)  0.37
H (-3.97870, -2.34364, -0.92223)  0.40
H (-3.01681, -0.17046, 0.97243)  0.10
H (-1.24739, -1.58972, -0.06982)  0.25
H (-1.90695, -1.22639, -1.67563)  0.65
H (0.68049, 2.57655, 2.26644)  0.49

Forces on the atoms, in the same order (eV/Å):
C -0.080 -0.091 0.000
C 0.089 0.136 0.228
N 0.351 0.084 -0.434
C -0.349 -0.162 0.175
C 0.117 0.350 -0.066
C -0.065 0.116 -0.054
C 0.286 -0.584 0.061
N -0.633 0.813 -0.446
N 0.014 -0.347 0.940
N 0.888 -0.749 -0.511
N -1.259 0.882 0.672
C 0.680 -0.233 -0.236
C 0.020 -0.043 -0.028
C -0.120 0.065 -0.205
C 0.199 -0.149 0.056
C -0.062 -0.009 0.002
C -0.066 0.163 -0.132
N 0.123 -0.043 0.160
C -0.155 0.256 -0.102
C 0.202 0.026 -0.112
N 0.051 -0.068 0.081
C -0.199 0.128 -0.019
C -0.059 0.024 -0.006
C 0.144 0.116 0.091
C 0.198 -0.328 -0.198
C -0.216 -0.131 0.215
C 0.050 0.007 -0.208
H 0.053 0.064 0.054
H 0.069 0.096 0.075
H -0.129 -0.106 -0.017
H 0.166 -0.126 -0.044
H 0.002 -0.068 0.133
H -0.071 0.036 -0.066
H -0.042 -0.029 0.024
H 0.041 -0.072 0.027
H 0.059 -0.060 0.060
H -0.041 0.013 -0.104
H -0.063 0.037 -0.096
H 0.032 0.045 -0.043
H 0.073 0.055 0.003
H -0.015 0.000 0.061
H -0.013 -0.031 0.077
H -0.021 -0.019 -0.078
H -0.020 0.117 -0.019
H 0.059 0.054 0.043
H -0.071 -0.032 -0.068
H 0.025 -0.013 -0.054
H -0.046 0.049 0.089
H -0.053 -0.016 -0.029
H -0.050 -0.015 0.032
H 0.029 -0.064 0.001
H 0.041 -0.046 -0.022
H -0.036 0.024 -0.050
H 0.000 -0.028 -0.066
H -0.078 -0.079 0.049
H -0.048 -0.012 0.102

Its SMILES is c1cncc([C@H](c2nnnn2C2CCCCC2)N2CCN3CCC[C@H]3C2)c1. Its LUMO energy is 0.76 eV. The max |F| comes out at 0.033 hartree/bohr. The energy above the lowest of the compared OMol25 structures with the same formula, charge and spin comes out at 0.0 kcal per mole. As for the multiplicity: 1. The charge is 0. The molar mass comes out at 367.5 g mol⁻¹. Its HOMO energy is -8.614 eV.